Formula: C25H40AlO2
Source: the Open Molecules 2025 dataset
Level of theory: wB97M-V/def2-TZVPD

Summary:
Kohn-Sham gap = 5.75 eV
maximum force = 3.6 eV Å⁻¹
LUMO = 0.095 Eh
calculated total energy = -37261.7369 eV
E_HOMO = -0.11593 Ha
charge = -1

Structure (XYZ):
```
68
Properties=species:S:1:pos:R:3:nbo_charge:R:1
C -0.07337 1.37286 1.62351 -0.708
C -0.16746 2.25496 0.50081 -0.035
C 0.50471 2.07983 -0.85439 -0.968
Al -0.39770 0.71956 -2.08971 1.447
C -2.30066 1.18471 -2.66061 -0.988
C -3.38438 1.01731 -1.58175 0.055
C -3.47679 1.94292 -0.45737 -0.259
C -4.45211 1.80156 0.60116 -0.200
C -5.40395 0.70732 0.57361 -0.313
C -5.35671 -0.21462 -0.55346 0.101
C -6.40456 -1.38945 -0.52904 -0.656
C -4.38211 -0.06287 -1.60531 -0.312
C -0.17401 -1.11650 -1.24459 -0.475
C 1.21186 -1.54496 -0.93442 -0.239
C 1.44870 -2.83452 -0.33306 -0.179
C 0.38816 -3.76252 0.00948 -0.286
C -0.97173 -3.38611 -0.30885 -0.235
C -1.22018 -2.07552 -0.93374 -0.237
H -0.85813 0.63468 1.92925 0.215
H 0.82064 1.45105 2.29340 0.190
H -0.76783 3.20252 0.64579 0.165
H 1.56875 1.72740 -0.70509 0.231
H 0.52274 3.09042 -1.35398 0.205
H 0.48484 0.70399 -3.44471 -0.418
H -2.30728 2.20498 -3.14297 0.229
H -2.56116 0.47332 -3.50035 0.216
H -2.76875 2.79445 -0.41065 0.216
H -4.41788 2.54085 1.42941 0.205
H -6.12243 0.60690 1.41701 0.202
H -7.29786 -1.00465 0.01745 0.206
H -6.65479 -1.63281 -1.59015 0.209
H -6.00594 -2.27715 0.02211 0.214
H -4.34396 -0.76584 -2.47482 0.207
H 2.07791 -0.88492 -1.16989 0.206
H 2.49667 -3.13878 -0.11917 0.194
H 0.56190 -4.74282 0.50107 0.197
H -1.83302 -4.05265 -0.08183 0.197
H -2.27861 -1.83583 -1.16804 0.204
C 3.91400 -7.49505 -1.05444 -0.643
C 3.53965 -6.09855 -1.52447 -0.067
O 4.52368 -5.11919 -1.23167 -0.530
C 5.80350 -5.32356 -1.80346 -0.061
C 5.79162 -5.37174 -3.32202 -0.645
H 4.10155 -7.49744 0.02233 0.210
H 3.10702 -8.19771 -1.27272 0.212
H 4.81753 -7.86279 -1.54446 0.196
H 2.63004 -5.78503 -1.00973 0.202
H 3.30593 -6.09332 -2.59395 0.160
H 6.26516 -6.22558 -1.38524 0.152
H 6.42186 -4.48315 -1.48032 0.186
H 5.19125 -6.20055 -3.70073 0.201
H 6.80744 -5.49077 -3.70529 0.207
H 5.37039 -4.44985 -3.72890 0.219
C -0.32611 4.65233 3.81358 -0.644
C 0.66672 5.30472 2.86820 -0.069
O 0.12611 6.40409 2.14728 -0.535
C -0.34798 7.49015 2.92208 -0.061
C 0.71958 8.12836 3.79528 -0.643
H -1.20669 4.31123 3.26453 0.224
H 0.13210 3.79528 4.31009 0.223
H -0.66338 5.34449 4.58865 0.187
H 0.97679 4.56604 2.12677 0.208
H 1.57562 5.61032 3.39838 0.149
H -1.21083 7.17882 3.52141 0.158
H -0.71789 8.23476 2.21324 0.182
H 1.12045 7.42773 4.52935 0.204
H 0.30581 8.98183 4.33708 0.206
H 1.55548 8.47507 3.18306 0.209
```

***

Formula: C25H40BN12O2
Source: the Open Molecules 2025 dataset
Level of theory: wB97M-V/def2-TZVPD

Summary:
Kohn-Sham gap = 2.35 eV
maximum force = 2.4 eV Å⁻¹
LUMO = 0.059 Eh
calculated total energy = -49222.8407 eV
E_HOMO = -0.02714 Ha
charge = -1

Structure (XYZ):
```
80
Properties=species:S:1:pos:R:3:mulliken_charge:R:1
C 4.25480 1.08739 -2.59645 -0.644
B 4.44709 1.76991 -1.22294 0.328
O 5.15983 2.98515 -1.14108 -0.339
O 3.90349 1.23123 -0.01285 -0.542
H 3.18195 0.83648 -2.65326 -0.249
H 4.88936 0.19598 -2.72908 0.055
H 5.27578 3.25393 -0.21984 0.258
H 3.43181 1.92409 0.47342 0.146
C -0.02967 -0.49395 -4.03357 -0.845
C 0.63184 0.77964 -3.78736 0.416
N 1.16075 1.78090 -3.60852 -0.438
H -1.03953 -0.47537 -3.62677 0.287
H -0.06908 -0.67705 -5.10620 0.295
H 0.52970 -1.29998 -3.56007 0.259
C -0.61122 0.45476 -0.22813 0.111
C -1.53447 -0.56923 -0.72805 0.336
N -2.25962 -1.37481 -1.11019 -0.498
H 0.16249 0.65942 -0.96930 -0.036
H -1.15554 1.37544 -0.02183 0.293
H -0.14037 0.10735 0.68791 -0.270
C 2.68909 4.27774 3.22223 -0.696
C 2.21971 3.90410 1.89115 0.440
N 1.85205 3.60985 0.84468 -0.421
H 1.96859 4.94720 3.69174 0.343
H 2.80485 3.38780 3.83918 0.233
H 3.64814 4.78132 3.14299 0.064
C -4.37810 -2.80225 0.79292 -0.232
C -4.99923 -2.91445 2.11481 0.434
N -5.49515 -3.01654 3.14682 -0.539
H -3.65609 -3.62020 0.68805 0.364
H -5.14254 -2.88385 0.02819 0.134
H -3.86014 -1.87658 0.67890 -0.088
C 3.16695 -0.24571 -6.98146 -0.801
C 2.05563 -1.18488 -7.14762 0.468
N 1.17479 -1.91665 -7.25779 -0.466
H 3.92751 -0.43869 -7.73592 0.315
H 2.80576 0.77500 -7.08811 0.289
H 3.60669 -0.35790 -5.98891 0.222
C -0.95124 1.32535 3.73779 -0.876
C 0.25643 0.90081 3.03447 0.473
N 1.20698 0.56125 2.48654 -0.386
H -0.82273 2.34029 4.11436 0.324
H -1.80507 1.30073 3.06276 0.195
H -1.14016 0.65359 4.56913 0.358
C 0.82052 -3.41482 3.77962 -0.747
C -0.24937 -2.43030 3.91466 0.391
N -1.09196 -1.65816 4.01663 -0.445
H 1.69880 -2.94684 3.33642 0.278
H 1.08159 -3.81155 4.75901 0.147
H 0.49278 -4.23237 3.14077 0.336
C 5.35232 7.53201 2.33760 -0.835
C 5.50852 6.13024 1.95418 0.418
N 5.62496 5.03142 1.64594 -0.375
H 4.93582 8.09645 1.50552 0.265
H 4.68202 7.60973 3.19221 0.278
H 6.32012 7.95194 2.60474 0.294
C -8.73120 -1.27486 -0.77756 -0.780
C -7.44935 -1.68007 -1.35036 0.408
N -6.47741 -2.03532 -1.85166 -0.425
H -8.71149 -0.21291 -0.53912 0.219
H -9.52992 -1.46529 -1.49185 0.328
H -8.92283 -1.83979 0.13305 0.261
C -6.06558 1.87338 1.41872 -1.017
C -5.67523 0.47387 1.25643 0.281
N -5.36413 -0.62616 1.13548 -0.234
H -6.42358 2.26935 0.46993 0.285
H -6.85784 1.95143 2.16129 0.286
H -5.21043 2.46083 1.74771 0.294
C 0.47025 -5.09378 -7.89700 -0.649
C 0.77691 -6.47782 -8.26081 0.279
N 1.01631 -7.56328 -8.54774 -0.379
H 0.06643 -4.56487 -8.75719 0.267
H -0.26286 -5.07626 -7.09341 0.270
H 1.37144 -4.58613 -7.56317 0.197
C 2.48185 -2.10666 7.27849 -0.639
C 2.77634 -3.49259 6.91729 0.337
N 3.00153 -4.57900 6.62477 -0.390
H 2.05751 -1.58423 6.42210 0.174
H 1.76841 -2.08308 8.09997 0.259
H 3.39663 -1.60311 7.58464 0.284
```

***

Formula: C25H41B2BeBr4Cl5F2LiMgN4O14PS
Source: the Open Molecules 2025 dataset
Level of theory: wB97M-V/def2-TZVPD

Summary:
Kohn-Sham gap = 1.12 eV
maximum force = 5.3 eV Å⁻¹
LUMO = -0.219 Eh
calculated total energy = -436941.3729 eV
E_HOMO = -0.25958 Ha
charge = 0

Structure (XYZ):
```
102
Properties=species:S:1:pos:R:3:mulliken_charge:R:1
C -0.25440 4.22580 0.39204 -1.212
C -0.93941 2.96150 -0.34356 -0.171
C -0.42068 1.53752 0.23892 0.240
C 0.21790 1.59624 1.66359 -1.309
N 0.27007 0.66928 -0.82940 1.019
C -0.18129 -0.74836 -0.63393 -1.164
P -1.90504 -0.98833 -1.45189 -0.342
N -2.64272 -2.16607 -0.66635 -0.461
C 0.77423 -1.98171 -0.90314 1.213
N 0.42245 -2.87161 0.12707 -0.101
C 0.98626 -4.01195 0.41173 0.718
C 1.98956 -4.03624 1.68075 -1.060
C 0.76772 -5.47216 -0.18412 -1.242
S 0.26204 -2.95159 -2.51671 1.452
O -0.92197 -3.82983 -2.34870 -0.583
O 0.19551 -2.09715 -3.74034 -0.709
F 1.58726 -3.97347 -2.81232 -0.352
C 2.29542 -1.66153 -1.18964 -2.625
O 3.29593 -2.53150 -0.67836 -0.194
C 2.75215 -0.18950 -0.64604 0.173
Br 2.93410 -0.43958 1.29346 0.048
B 4.24475 -0.04336 -1.27701 0.788
O 4.59610 -0.02685 -2.66337 -0.878
N 5.40800 -0.00012 -0.32167 0.266
C 6.19217 -1.27467 -0.40827 -1.033
C 6.31246 1.14709 -0.61392 -0.475
C 1.69557 0.94226 -1.15331 0.425
O 1.82123 0.69776 -2.60133 -0.737
C 2.25608 2.39295 -0.96897 -0.641
Br 3.49127 3.03650 0.47794 0.099
C 2.00046 3.45278 -1.88270 -0.125
C 1.10193 3.34241 -3.16541 -0.990
Br 2.77362 5.28132 -1.65246 -0.010
H -0.88978 4.62029 1.23870 0.436
H -0.24345 5.05485 -0.39517 0.299
H 0.81709 4.05757 0.68380 0.263
H -0.90527 3.01910 -1.46867 0.222
H -2.04745 3.12382 -0.09940 0.306
H -1.44609 1.07545 0.47060 0.403
H 0.11925 0.56239 2.14360 0.339
H 1.28103 1.91289 1.77840 0.034
H -0.41719 2.27770 2.32241 0.488
H -0.26493 0.99379 -1.66632 1.062
H -0.44674 -0.81642 0.47613 0.549
H -1.83012 -1.12535 -2.86688 0.255
H -2.66951 0.21862 -1.20562 0.064
H -3.49147 -1.84867 -0.18776 0.178
H 3.07483 -4.03680 1.36700 0.147
H 1.71436 -3.15169 2.33802 0.136
H 1.71538 -4.96133 2.28387 0.607
H 0.88649 -6.22303 0.66391 0.426
H 1.58294 -5.75670 -0.93425 0.264
H -0.26441 -5.64141 -0.60029 0.198
H 2.49090 -1.66649 -2.31984 0.793
H 3.57373 -3.17535 -1.35739 0.420
H 5.54365 -0.23264 -2.81622 0.527
H 5.75783 -2.10221 0.25030 0.282
H 6.19864 -1.72554 -1.46407 0.371
H 7.34050 -1.12300 -0.14193 0.220
H 7.35177 0.86335 -0.95432 0.190
H 5.76523 1.85369 -1.31880 0.144
H 6.42409 1.72014 0.36209 0.051
H 1.16731 0.04556 -2.91551 0.574
H 0.60324 4.35474 -3.32804 0.427
H 1.78174 3.17041 -4.06689 0.202
H 0.33652 2.51685 -3.16813 0.235
B -6.72091 1.76994 -0.39899 1.168
O -7.86772 2.36113 0.29696 -0.493
C -7.86461 3.67365 0.02758 0.576
O -8.67354 4.45343 0.44391 -0.549
C -6.72293 3.98728 -0.84839 0.582
O -6.43118 5.06838 -1.27628 -0.560
O -6.04106 2.86254 -1.10484 -0.543
O -5.80533 1.10657 0.55381 -0.510
C -5.73156 -0.15664 0.19854 0.397
O -5.06285 -0.99707 0.76367 -0.626
C -6.57562 -0.39350 -0.98390 0.911
O -6.71523 -1.46812 -1.55404 -0.709
O -7.15974 0.71924 -1.34699 -0.478
Mg 5.38437 1.81804 -3.88669 0.416
C -4.76106 -2.26159 3.74749 -0.573
C -5.59859 -2.56219 4.98317 0.598
C -7.00226 -3.02724 4.51736 -1.282
O -5.74922 -1.44639 5.67704 -0.519
H -5.20002 -1.47688 3.12080 0.067
H -3.68377 -1.91342 4.03444 0.066
H -4.66078 -3.15809 3.12512 0.481
H -5.13376 -3.43607 5.46577 0.366
H -7.51697 -2.26850 3.92127 0.323
H -7.63571 -3.27310 5.37086 0.332
H -6.91764 -3.92597 3.90020 0.356
Cl -2.66492 -2.27200 5.18287 -0.248
C 8.49759 4.74963 0.94373 -0.085
Cl 6.83326 4.14987 0.96913 -0.064
Cl 9.27412 4.49592 2.51074 -0.115
Cl 9.42078 3.96141 -0.34376 -0.124
H 8.47280 5.81731 0.74272 0.331
Cl 2.21731 7.62020 -0.31639 -0.599
Be -5.69148 -2.83827 -0.72742 0.401
Br 8.87361 -1.86844 -0.76393 -0.416
Li -2.95796 -3.07801 -2.93362 0.731
F -0.41632 -4.63548 2.25218 -0.749
```